# 1
DFT (wB97M-V/def2-TZVPD) results for an isolated molecule of C4H8N2 in a non-equilibrium geometry.

The LUMO energy comes out at 0.87 eV. The spin multiplicity is 1. The calculation puts the frontier orbital gap at 9.8574 eV. The HOMO energy is -8.99 eV. As for the SMILES: CCNCC#N.

Element x y z (Å)
1 N -0.14756 -0.49397 -0.63080
2 N -2.81789 0.35997 1.47879
3 C 0.50324 0.18971 0.45878
4 C 2.00289 0.22651 0.22426
5 C -2.31660 0.12883 0.45823
6 C -1.58196 -0.18326 -0.79773
7 H 2.39491 -0.79039 0.11081
8 H 2.24047 0.78521 -0.68734
9 H 0.10733 1.21792 0.52557
10 H -1.12342 0.55826 -1.46616
11 H 0.11496 -1.43705 -0.82153
12 H 2.51447 0.69632 1.06793
13 H -2.13756 -0.96596 -1.33243
14 H 0.24671 -0.29210 1.41164

Forces on atoms 1 to 3 (eV/Å):
0.5 -1.0 0.4
0.6 -0.3 -1.4
0.1 -0.1 0.2



# 2
DFT (wB97M-V/def2-TZVPD) results for an isolated molecule of C4H8N2.

The LUMO energy comes out at 1.07 eV. The spin multiplicity is 1. The calculation puts the frontier orbital gap at 10.3527 eV. The HOMO energy is -9.29 eV. As for the SMILES: C1N[C@H]1[C@H]1CN1.

Element x y z (Å)
1 N -0.33526 1.81237 0.48539
2 N -0.51750 -1.13644 0.69225
3 C 0.43615 -0.58305 -0.25610
4 C 0.44155 0.91776 -0.36224
5 C 0.90227 -1.46452 0.83626
6 C -0.87788 1.41793 -0.80722
7 H 1.40232 -1.06627 1.71342
8 H 1.35549 1.37454 -0.74212
9 H -1.67138 0.66932 -0.78027
10 H 0.47426 -1.02450 -1.25497
11 H -1.03773 -1.90742 0.28732
12 H 1.21073 -2.47286 0.55784
13 H -0.81631 1.30470 1.22456
14 H -0.96670 2.15845 -1.59413

Forces on atoms 1 to 3 (eV/Å):
0.0 -0.1 0.3
-0.2 -0.2 0.0
0.1 0.0 -0.1



# 3
DFT (wB97M-V/def2-TZVPD) results for an isolated molecule of C4H8N2 in a non-equilibrium geometry.

The LUMO energy (spin up / spin down) comes out at 1.14 / -0.95 eV. The spin multiplicity is 3. The calculation puts the frontier orbital gap (spin up / spin down) at 6.3469 / 7.8579 eV. The HOMO energy (spin up / spin down) is -5.20 / -8.81 eV.

Element x y z (Å)
1 N 1.00902 0.54447 -0.09789
2 N 1.29494 1.55786 0.53700
3 C 1.14941 -0.53288 -0.61049
4 C -0.89233 -1.73688 0.12117
5 C 0.44455 -1.81615 -0.62144
6 C 0.78291 2.92575 0.39650
7 H 1.09111 -2.56378 -0.15137
8 H 0.14783 3.05523 -0.48491
9 H 0.28036 -2.12990 -1.65709
10 H 1.64783 3.58496 0.31900
11 H 0.22327 3.16659 1.29843
12 H -1.53138 -0.98215 -0.33720
13 H -0.73155 -1.46077 1.16236
14 H -1.41002 -2.69540 0.08914

Forces on atoms 1 to 3 (eV/Å):
-4.6 -0.4 -0.5
3.2 3.7 2.3
3.0 -1.6 -0.9



# 4
DFT (wB97M-V/def2-TZVPD) results for a cluster of 2 separate species, C4H8N2O in total in a non-equilibrium geometry.

The LUMO energy (spin up / spin down) comes out at 0.61 / 0.61 eV. The spin multiplicity is 1. The calculation puts the frontier orbital gap (spin up / spin down) at 7.8892 / 7.8946 eV. The HOMO energy (spin up / spin down) is -7.28 / -7.28 eV.

Element x y z (Å)
1 O 0.61403 -0.54016 1.06535
2 N -0.72983 -1.53735 -0.57069
3 N 1.40872 -2.26518 -0.14719
4 C -0.51635 1.15478 0.81023
5 C 0.09751 2.00239 -0.25055
6 C -1.45438 -0.49086 -0.70076
7 C 0.42363 -1.41315 0.19569
8 H -1.58963 1.16695 0.90828
9 H 1.20931 -2.97100 -0.83699
10 H 2.24982 -2.30996 0.40098
11 H -2.44864 -0.72254 -1.12080
12 H -0.07637 1.27403 1.79184
13 H 0.33155 2.99267 0.16454
14 H -0.56056 2.08605 -1.11310
15 H 1.04119 1.57332 -0.59682

Forces on atoms 1 to 3 (eV/Å):
-0.4 -1.1 -0.4
-0.7 -0.1 0.0
-0.2 -0.2 0.0



# 5
DFT (wB97M-V/def2-TZVPD) results for an isolated molecule of C4H8N2O in a non-equilibrium geometry.

The LUMO energy comes out at 0.60 eV. The spin multiplicity is 1. The calculation puts the frontier orbital gap at 10.5357 eV. The HOMO energy is -9.93 eV. As for the SMILES: C[C@@H](O)C1(C)N=N1.

Element x y z (Å)
1 O -0.99278 0.30630 -1.45653
2 N 0.90425 -0.88193 1.54181
3 N 1.11180 -1.75565 0.68589
4 C 1.67593 0.41977 -0.51595
5 C 0.69045 -0.49556 0.16062
6 C -0.82813 -0.34671 -0.22775
7 C -1.51381 0.46190 0.85391
8 H -1.14424 0.04005 1.84356
9 H -1.25412 -1.36663 -0.24899
10 H 2.04584 -0.02224 -1.45096
11 H -2.59196 0.39668 0.73821
12 H -0.63078 -0.23706 -2.16051
13 H 1.19212 1.37552 -0.73696
14 H -1.19401 1.49989 0.82749
15 H 2.52944 0.60569 0.14616

Forces on atoms 1 to 3 (eV/Å):
-0.2 0.2 -0.3
0.6 -1.0 -0.5
0.0 -0.1 1.1



# 6
DFT (wB97M-V/def2-TZVPD) results for a cluster of 2 separate species, C4H8N2O in total in a non-equilibrium geometry.

The LUMO energy comes out at 0.64 eV. The spin multiplicity is 1. The calculation puts the frontier orbital gap at 8.8793 eV. The HOMO energy is -8.24 eV. As for the SMILES: Cc1cnc[nH]1.O.

Element x y z (Å)
1 O -6.62052 1.78035 0.74819
2 N 0.76203 -0.76040 0.26339
3 N 2.67255 -1.78973 0.93424
4 C 1.56858 0.84199 -1.35844
5 C 1.34512 -1.88001 0.81508
6 C 2.91757 -0.49125 0.46304
7 C 1.80480 0.03086 -0.16219
8 H 0.67186 -2.69134 0.80531
9 H 3.81660 -0.00174 0.54964
10 H -6.90574 1.35466 1.58551
11 H 0.74434 0.33692 -1.90195
12 H 2.49303 1.16046 -1.86323
13 H -6.20118 1.07806 0.23251
14 H -0.20871 -0.77585 -0.12526
15 H 1.13966 1.80701 -0.98584

Forces on atoms 1 to 3 (eV/Å):
-0.2 -0.5 0.7
-0.2 -1.2 -0.9
-2.2 1.2 0.5



# 7
DFT (wB97M-V/def2-TZVPD) results for a structure of composition C4H8N2O in a non-equilibrium geometry.

The LUMO energy comes out at 0.50 eV. The spin multiplicity is 1. The calculation puts the frontier orbital gap at 8.1559 eV. The HOMO energy is -7.66 eV.

Element x y z (Å)
1 O -1.12124 1.39485 2.07070
2 N 1.36182 -0.67577 -1.04742
3 N -1.04670 -1.39671 1.09040
4 C 0.10366 -0.65176 1.15163
5 C 0.68019 0.30767 -0.30903
6 C -0.68630 0.33569 1.83985
7 C -0.51108 0.88063 -1.03739
8 H 0.76755 -1.45405 -1.31391
9 H -0.19291 1.33798 -1.97582
10 H -1.01178 1.65075 -0.45383
11 H 0.99028 -1.03315 1.64960
12 H 1.35339 1.06226 0.10106
13 H 2.37095 -0.66267 -0.99505
14 H -1.83512 -1.17787 0.49338
15 H -1.22271 0.08217 -1.26416

Forces on atoms 1 to 3 (eV/Å):
-0.7 -1.6 0.3
0.1 0.7 -0.7
-2.6 -1.4 1.2



# 8
DFT (wB97M-V/def2-TZVPD) results for a cluster of 2 separate species, C4H8N2O in total in a non-equilibrium geometry.

The LUMO energy comes out at 0.65 eV. The spin multiplicity is 1. The calculation puts the frontier orbital gap at 10.3385 eV. The HOMO energy is -9.69 eV. As for the SMILES: CC(C)=N.N=C=O.

Element x y z (Å)
1 O -0.77511 3.57161 -1.38232
2 N -0.70632 -0.60182 -0.47295
3 N -1.86762 1.54748 -0.90880
4 C 0.18651 0.26812 1.54634
5 C 1.26109 -1.65284 -0.15966
6 C -1.32106 2.55948 -1.20236
7 C 0.24277 -0.68133 0.32998
8 H 0.85286 -2.60612 -0.41770
9 H -1.70525 0.53857 -1.00992
10 H 1.82391 -1.28409 -0.94104
11 H 1.14601 0.75921 1.49324
12 H 2.09631 -1.93027 0.66942
13 H -0.61922 -1.25578 -1.25423
14 H -0.56988 1.14383 1.34468
15 H -0.04500 -0.37608 2.36533

Forces on atoms 1 to 3 (eV/Å):
0.3 1.1 -0.3
-2.1 -0.8 -1.4
-1.4 1.0 -0.4



# 9
DFT (wB97M-V/def2-TZVPD) results for an isolated molecule of C4H8N2O.

The LUMO energy comes out at 1.04 eV. The spin multiplicity is 1. The calculation puts the frontier orbital gap at 10.7355 eV. The HOMO energy is -9.70 eV. As for the SMILES: NC(=O)CN1CC1.

Element x y z (Å)
1 O -2.68628 -0.34670 -0.70959
2 N 0.82059 -0.23070 0.10563
3 N -0.87166 -0.44304 -2.06915
4 C 1.07309 1.20310 0.09279
5 C 1.47247 0.37798 1.25566
6 C -1.48079 -0.44985 -0.85739
7 C -0.56033 -0.62325 0.34406
8 H -0.56898 -1.68578 0.61704
9 H 0.22226 1.87405 0.20753
10 H 1.82730 1.53406 -0.61744
11 H -1.03347 -0.06852 1.16837
12 H 2.51342 0.11628 1.42461
13 H 0.87381 0.48461 2.16085
14 H -1.45381 -0.37946 -2.88978
15 H 0.12398 -0.57280 -2.15511

Forces on atoms 1 to 3 (eV/Å):
0.3 0.0 -0.1
-0.1 -0.1 -0.1
-0.1 0.0 0.0



# 10
DFT (wB97M-V/def2-TZVPD) results for a cluster of 2 separate species, C4H8N2O in total in a non-equilibrium geometry.

The LUMO energy comes out at 0.11 eV. The spin multiplicity is 1. The calculation puts the frontier orbital gap at 9.7452 eV. The HOMO energy is -9.63 eV. As for the SMILES: CC(=O)C#N.CN.

Element x y z (Å)
1 O 1.50392 -1.57099 -0.84662
2 N -1.33840 -0.40045 -0.44692
3 N 0.58798 -0.63231 2.30450
4 C 2.31372 0.67255 -0.49532
5 C -2.38095 0.35624 0.24161
6 C 1.00822 -0.61400 1.22651
7 C 1.58752 -0.59437 -0.14588
8 H -2.51399 1.32135 -0.25729
9 H 2.59073 0.65537 -1.55058
10 H -1.24848 -1.31870 -0.01997
11 H -2.05490 0.55341 1.26820
12 H 1.69262 1.54451 -0.27075
13 H -1.60490 -0.56990 -1.41251
14 H 3.21926 0.73851 0.12013
15 H -3.36235 -0.14122 0.28488

Forces on atoms 1 to 3 (eV/Å):
0.1 0.4 0.4
-0.1 -0.2 -0.1
0.4 0.0 -1.0



Please write out number 2 again, unchanged.
DFT (wB97M-V/def2-TZVPD) results for an isolated molecule of C4H8N2.

The LUMO energy comes out at 1.07 eV. The spin multiplicity is 1. The calculation puts the frontier orbital gap at 10.3527 eV. The HOMO energy is -9.29 eV. As for the SMILES: C1N[C@H]1[C@H]1CN1.

Element x y z (Å)
1 N -0.33526 1.81237 0.48539
2 N -0.51750 -1.13644 0.69225
3 C 0.43615 -0.58305 -0.25610
4 C 0.44155 0.91776 -0.36224
5 C 0.90227 -1.46452 0.83626
6 C -0.87788 1.41793 -0.80722
7 H 1.40232 -1.06627 1.71342
8 H 1.35549 1.37454 -0.74212
9 H -1.67138 0.66932 -0.78027
10 H 0.47426 -1.02450 -1.25497
11 H -1.03773 -1.90742 0.28732
12 H 1.21073 -2.47286 0.55784
13 H -0.81631 1.30470 1.22456
14 H -0.96670 2.15845 -1.59413

Forces on atoms 1 to 3 (eV/Å):
0.0 -0.1 0.3
-0.2 -0.2 0.0
0.1 0.0 -0.1